i) This record from OMol25 describes the ion H3O with charge +1. The level of theory is ωB97M-V with the def2-TZVPD basis set.

Output
**Kohn-Sham gap**: 16.68 eV

```
! wB97M-V def2-TZVPD RIJCOSX def2/J DEFGRID3
* xyz 1 1
O -0.05174 -0.21021 0.17402
H -0.38659 -0.29723 -0.89614
H -0.51177 0.67031 0.35808
H 0.95010 -0.16287 0.36405
*
```

Here is what Mulliken gives for the atomic charges, in e: O -0.508; H 0.532; H 0.484; H 0.492


ii) This record from OMol25 describes the ion H3O with charge +1. The level of theory is ωB97M-V with the def2-TZVPD basis set.

Output
**Kohn-Sham gap**: 17.34 eV

```
! wB97M-V def2-TZVPD RIJCOSX def2/J DEFGRID3
* xyz 1 1
O -0.25750 0.05009 -0.03079
H 0.22224 0.06826 -0.95232
H -0.28359 -0.79769 0.47701
H 0.31885 0.67934 0.50610
*
```

Here is what Mulliken gives for the atomic charges, in e: O -0.465; H 0.501; H 0.479; H 0.484


Energies relative to the most stable structure are i) 0.0130; ii) 0.0000, reported in hartree.